# 1
C34H38N6NiO6P2 | ωB97M-V with the def2-TZVPD basis set

## Properties
LUMO (alpha / beta) ... -0.0552 / -0.1386 hartree
Expectation value of S² ... 2.01
Multiplicity ... 3
HOMO (alpha / beta) ... -8.34 / -8.50 eV
DFT total energy ... -116704.975 eV
Net charge ... 0
Orbital gap (alpha / beta) ... 6.840 / 4.729 eV
Energy relative to the best compared isomer or geometry (same formula, charge and spin) ... 2.322 eV

```
87
Properties=species:S:1:pos:R:3:forces:R:3:mulliken_charge:R:1
Ni 1.3571 -0.5758 -2.4395 -0.753 1.599 -0.396 0.265
C -0.0923 2.6143 1.6668 0.720 1.727 2.451 -0.385
C 0.8790 1.6558 1.6271 0.688 -0.785 -0.790 -1.020
C 0.5625 0.1879 1.3761 0.591 -0.298 -0.634 0.021
C -0.4420 -0.2375 0.2788 -0.472 -1.447 -0.795 2.593
C -1.8357 0.2867 0.1320 -0.167 0.928 -0.440 -0.447
C -2.4864 1.0137 1.0452 0.184 -0.551 -0.692 -0.753
C -1.9878 1.2432 2.4467 -0.518 -0.175 0.491 -1.042
C -1.2261 2.5106 2.6972 -0.615 0.370 -1.140 -0.027
C 0.3303 1.5475 -2.8286 -0.083 -0.129 1.279 -0.990
H 0.0651 3.6902 1.3908 0.194 -0.428 -0.107 0.376
H 2.0066 1.9274 1.7016 -2.086 -0.200 -0.384 0.408
H 0.3882 -0.4265 2.2761 -0.059 0.712 0.053 0.499
H 1.4749 -0.2339 0.9571 0.411 0.049 0.285 -0.038
H 0.0396 -0.2612 -0.7424 -0.229 0.713 0.904 -1.436
H -0.6173 -1.3314 0.4024 0.418 0.250 0.346 0.180
H -2.2973 0.0638 -0.8640 0.395 0.389 1.038 0.213
H -3.4812 1.3831 0.7845 0.277 -0.033 0.222 0.442
H -1.3482 0.4491 2.8175 -0.612 -0.623 0.019 0.213
H -2.8927 1.3352 3.0444 0.071 -0.401 0.466 0.588
H -1.8479 3.3997 2.4391 0.409 -0.067 0.240 0.217
H -0.9680 2.6333 3.7892 0.378 -0.088 -1.266 0.421
H 0.3626 2.0265 -1.8033 -0.367 -1.200 -0.396 0.089
H -0.6492 1.0638 -3.0394 0.320 0.515 0.455 0.174
H 0.3274 2.5360 -3.3554 0.743 -1.325 -0.743 0.324
P -0.2838 -3.1403 -2.3708 -2.742 -3.862 -0.946 0.056
P 2.6080 -2.9370 -0.3549 0.902 -2.521 2.361 -0.093
N -1.9982 -3.7796 -1.9215 0.312 1.004 0.125 0.356
N -0.2715 -4.0088 -3.9284 0.651 0.908 -0.587 0.568
N 2.1535 -3.7667 1.2209 -0.566 1.478 0.172 0.436
N 4.3192 -3.2933 -0.1677 0.968 0.413 -0.597 0.308
C 0.5589 -4.4817 -1.4181 0.121 0.163 0.478 -0.785
C 2.0822 -4.3427 -1.4041 0.169 0.096 -0.191 -1.206
C -3.1083 -2.9356 -1.8641 -0.764 -1.103 0.556 -0.439
C -4.2617 -3.6906 -1.5941 1.350 0.032 -0.583 -0.687
C -3.8546 -5.0723 -1.5360 1.532 0.880 -0.429 -0.652
C -2.4610 -5.0902 -1.7296 -0.676 0.172 0.336 -0.162
C -0.0011 -3.3067 -5.1088 0.361 -0.768 -0.395 -0.400
C 0.0851 -4.2018 -6.1654 -0.365 0.380 0.667 -0.606
C -0.2016 -5.5059 -5.6421 -0.122 0.697 1.059 -0.607
C -0.4025 -5.3594 -4.2774 0.452 0.312 -0.386 -0.175
C 1.7282 -2.9404 2.2757 -0.288 -1.392 0.501 -0.623
C 1.2665 -3.7318 3.3243 0.464 0.128 -0.806 -0.716
C 1.4276 -5.1042 2.9286 0.654 0.774 -1.493 -0.806
C 1.9721 -5.0970 1.6348 -0.451 0.459 0.562 -0.466
C 4.9602 -4.3224 0.5428 0.571 -0.022 -0.854 -0.242
C 6.2644 -4.4554 0.0833 -1.084 0.881 -0.198 -0.604
C 6.4662 -3.4493 -0.9335 -1.079 0.190 0.318 -0.563
C 5.2734 -2.7421 -1.0520 0.316 -0.945 0.343 -0.391
H 0.3061 -5.4894 -1.7606 -0.089 0.414 -0.320 0.198
H 0.1325 -4.4531 -0.4083 0.253 0.193 0.077 0.747
H 2.5398 -5.2732 -1.0407 0.038 0.347 -0.160 0.472
H 2.5024 -4.1256 -2.3990 -0.199 -0.255 0.044 0.542
H -2.9836 -1.8696 -1.9703 -0.047 -0.041 -0.075 0.328
H -5.2810 -3.3187 -1.5081 0.437 -0.026 -0.024 0.401
H -4.4990 -5.9471 -1.4471 0.345 0.360 0.158 0.417
H -1.7672 -5.9338 -1.6654 -0.490 0.478 -0.160 0.275
H 0.1583 -2.2348 -5.0653 -0.093 -0.174 -0.114 0.361
H 0.3024 -3.9651 -7.2031 -0.112 0.046 0.345 0.410
H -0.2947 -6.4351 -6.1948 0.150 0.234 0.174 0.412
H -0.5337 -6.1118 -3.5185 -0.241 0.027 -0.173 0.236
H 1.8214 -1.8670 2.2197 0.045 -0.261 -0.093 0.786
H 0.8727 -3.3745 4.2751 0.197 -0.103 -0.371 0.417
H 1.2068 -5.9907 3.5100 0.021 0.179 -0.137 0.449
H 2.2592 -5.9275 0.9898 -0.185 0.336 0.308 0.460
H 4.4362 -4.8880 1.2950 0.038 0.109 -0.040 0.415
H 7.0019 -5.1690 0.4333 -0.227 0.185 0.018 0.425
H 7.3839 -3.2806 -1.4934 -0.377 0.060 0.192 0.410
H 4.9846 -1.9179 -1.6971 0.180 -0.165 0.123 0.336
O 0.3011 5.6566 2.0212 -0.906 -0.892 -0.117 -0.740
C -0.9360 5.8504 2.0048 -0.786 0.295 -0.012 0.694
O -1.9297 5.0655 1.9879 1.030 0.198 -0.247 -0.784
C -1.3771 7.3045 2.0295 0.222 1.247 0.213 0.111
C -2.7048 7.7005 1.8250 -0.054 0.527 0.010 -0.479
C -3.0603 9.0595 1.8917 1.723 -0.297 0.268 -0.085
C -2.0935 10.0293 2.1888 1.090 0.107 0.225 -0.323
C -0.7600 9.6221 2.4191 -1.115 -1.525 -0.568 -0.256
C -0.4010 8.2646 2.3219 -0.553 0.260 0.004 -0.295
N 0.3341 10.5132 2.7576 2.140 1.515 1.167 0.964
O 0.1707 11.7495 2.8210 -0.175 -2.454 -0.374 -0.592
O 1.4253 9.9555 3.0317 -2.051 1.412 -0.614 -0.576
N -4.4062 9.5417 1.6305 -2.076 1.331 -0.566 0.973
O -5.3290 8.7392 1.3916 1.993 1.291 0.548 -0.588
O -4.5508 10.7907 1.6376 0.006 -2.629 -0.013 -0.584
H -3.4571 6.9629 1.6082 -0.097 -0.167 -0.021 0.537
H -2.3439 11.0823 2.2416 -0.041 -0.182 -0.008 0.569
H 0.6265 7.9383 2.4970 -0.516 0.165 -0.147 0.579
```
Forces are in eV/Å.

# 2
C34H39BClN7NiO4PS | ωB97M-V with the def2-TZVPD basis set

## Properties
LUMO (alpha / beta) ... 0.0840 / 0.0839 hartree
Expectation value of S² ... 2.02
Multiplicity ... 3
HOMO (alpha / beta) ... -1.82 / -4.37 eV
DFT total energy ... -128881.283 eV
Net charge ... -1
Orbital gap (alpha / beta) ... 4.108 / 6.651 eV
Energy relative to the best compared isomer or geometry (same formula, charge and spin) ... 0.000 eV

```
89
Properties=species:S:1:pos:R:3:forces:R:3:mulliken_charge:R:1
Ni 1.2858 1.2391 -0.5948 0.092 0.104 -0.192 -0.163
C 2.8011 4.5936 1.6943 0.014 -0.084 -0.028 -1.349
C 1.9490 4.0848 0.7082 -0.091 0.107 -0.060 0.052
N 2.3373 2.8765 0.3170 -0.161 -0.155 0.187 -0.341
N 3.4307 2.5784 1.0415 0.254 -0.004 -0.172 0.551
C 3.7351 3.5895 1.8667 0.010 0.041 0.092 -0.269
B 4.2144 1.2460 0.8623 -0.024 -0.136 -0.125 -0.135
N 4.2497 0.8967 -0.6478 0.001 0.257 0.048 -0.028
C 5.3377 0.6493 -1.3928 0.005 -0.039 -0.064 -0.253
C 4.9260 0.3228 -2.6697 -0.058 -0.004 0.047 -1.315
C 3.5268 0.3949 -2.6065 -0.027 -0.003 -0.123 -0.323
N 3.1337 0.7478 -1.3904 0.102 -0.187 0.121 0.138
N 3.6452 0.1224 1.7161 0.144 -0.088 0.605 0.888
C 4.3301 -1.0882 1.8371 -0.091 0.221 -0.025 -0.782
C 3.4403 -2.0941 2.1428 -0.103 -0.161 0.021 -1.437
C 2.1734 -1.5458 2.1978 0.148 0.165 0.138 -0.829
N 2.2689 -0.1791 1.8864 -0.083 -0.066 -0.707 1.330
H 2.7514 5.5450 2.1943 0.001 -0.002 0.001 0.426
H 1.0800 4.5393 0.2607 0.002 -0.018 0.025 0.299
H 4.5936 3.5241 2.5146 0.009 -0.003 -0.017 0.502
H 5.3642 1.4197 1.2125 -0.044 0.025 -0.020 -0.231
H 6.3206 0.7131 -0.9561 -0.003 0.010 0.001 0.431
H 5.5389 0.0580 -3.5139 -0.003 -0.003 0.001 0.407
H 2.7818 0.1821 -3.3556 0.003 0.000 0.011 0.510
H 5.3909 -1.1241 1.6607 0.006 0.012 -0.003 0.413
H 3.6865 -3.1318 2.3006 0.009 -0.001 0.009 0.458
H 1.2194 -1.9737 2.4552 0.046 0.043 -0.009 0.856
C -1.3176 3.8293 -0.8408 -0.025 0.029 0.023 -1.538
P -0.7181 2.1033 -1.0499 0.119 -0.043 -0.134 1.664
C -2.1907 1.2195 -0.4257 -0.044 -0.020 0.084 -0.947
C -0.8846 1.9195 -2.8634 -0.041 -0.006 0.002 0.222
C -1.4568 0.7826 -3.4240 -0.020 -0.014 0.000 -0.120
C -1.4927 0.6078 -4.8000 0.023 0.005 0.013 -0.720
C -0.9547 1.5707 -5.6381 0.001 0.020 -0.009 -0.443
C -0.3676 2.7054 -5.0917 -0.019 -0.014 0.013 -0.709
C -0.3269 2.8728 -3.7168 0.013 -0.026 0.009 -0.514
H -0.6379 4.5435 -1.3043 0.012 -0.016 -0.006 0.447
H -1.3632 4.0481 0.2278 -0.008 0.018 -0.006 0.434
H -2.3105 3.9528 -1.2779 0.004 0.015 0.005 0.397
H -3.0494 1.3138 -1.0939 0.002 0.001 0.024 0.505
H -2.4461 1.6307 0.5527 0.007 0.020 0.005 0.503
H -1.9374 0.1755 -0.2637 0.002 -0.088 -0.039 -0.260
H -1.8580 0.0081 -2.7838 0.010 -0.023 0.009 0.148
H -1.9199 -0.2973 -5.2125 -0.011 0.003 0.000 0.382
H -0.9772 1.4326 -6.7120 0.007 0.000 0.000 0.367
H 0.0712 3.4555 -5.7384 0.004 -0.001 0.002 0.378
H 0.1684 3.7441 -3.3038 -0.004 0.004 -0.005 0.206
C -7.7591 -3.0983 -2.6085 0.008 0.000 0.021 -1.378
C -6.5206 -3.0876 -1.7517 -0.049 -0.021 -0.082 1.015
C -5.6587 -4.1811 -1.7285 0.055 -0.043 0.038 -0.783
C -4.5132 -4.1690 -0.9495 -0.062 -0.022 -0.023 -0.582
C -4.2290 -3.0509 -0.1815 0.033 0.047 0.010 -0.174
C -5.0740 -1.9540 -0.1818 -0.087 -0.007 -0.062 -0.136
C -6.2163 -1.9796 -0.9705 0.047 0.058 0.083 -0.745
S -2.7522 -3.0130 0.7952 -0.245 -0.107 -0.143 1.397
O -2.5638 -4.3029 1.3980 0.028 -0.024 0.102 -0.772
O -2.8493 -1.8398 1.6201 0.103 0.042 0.121 -0.627
N -1.6294 -2.8725 -0.3784 0.177 0.046 0.028 -0.062
C -0.2359 -3.2582 -0.0443 -0.055 0.016 -0.056 -0.232
C 0.6105 -2.9890 -1.2704 0.033 -0.117 -0.006 -1.047
C 0.6965 -1.5114 -1.6732 0.402 -0.051 -0.007 0.400
O 0.9834 -1.2557 -2.8451 -0.170 0.068 0.003 -0.737
O 0.5052 -0.6881 -0.7197 -0.344 0.217 -0.028 0.048
H -7.7716 -3.9607 -3.2741 0.003 -0.001 0.005 0.340
H -7.8167 -2.1967 -3.2198 -0.004 0.001 -0.001 0.340
H -8.6606 -3.1351 -1.9936 0.004 -0.001 0.005 0.304
H -5.8874 -5.0519 -2.3319 0.010 0.007 -0.005 0.292
H -3.8385 -5.0148 -0.9309 -0.001 0.004 -0.009 0.422
H -4.8274 -1.0979 0.4314 -0.010 0.008 -0.004 0.515
H -6.8811 -1.1231 -0.9778 0.016 0.006 -0.005 0.375
H -1.6324 -1.9193 -0.7352 0.032 0.055 0.017 -0.014
H -0.2277 -4.3161 0.2110 -0.095 -0.024 0.002 0.525
H 0.1357 -2.6838 0.8058 0.000 -0.011 -0.135 -0.021
H 0.2459 -3.5492 -2.1327 -0.007 -0.074 0.039 0.301
H 1.6320 -3.3232 -1.0684 0.019 0.065 -0.016 0.367
Cl -1.0655 0.2534 4.4353 -0.019 -0.021 -0.034 -0.209
C 0.5673 0.5272 4.9940 -0.124 0.032 0.046 0.890
C 0.7773 0.4909 6.3661 0.030 0.021 -0.004 -0.721
C 2.0507 0.6965 6.8655 0.010 0.000 0.017 -0.296
C 3.1005 0.9376 5.9895 -0.025 0.003 -0.060 -1.090
C 2.8666 0.9760 4.6246 0.074 0.026 0.097 -0.090
C 1.5937 0.7723 4.0915 0.063 -0.104 -0.133 -0.229
C 1.4070 0.7573 2.5818 -0.016 -0.003 0.414 -0.677
H -0.0573 0.2991 7.0268 -0.004 -0.008 -0.015 0.423
H 2.2201 0.6627 7.9345 0.004 0.003 0.000 0.359
H 4.1033 1.0900 6.3681 -0.001 0.003 -0.002 0.387
H 3.6849 1.1397 3.9368 0.018 0.001 -0.022 0.311
H 1.5555 1.7537 2.1764 -0.025 0.009 0.057 0.011
H 0.3890 0.4618 2.3341 -0.016 0.006 -0.003 0.387
```
Forces are in eV/Å.

Which of these has the highest DFT total energy?
C34H38N6NiO6P2

Which of these has the highest DFT total energy?
C34H38N6NiO6P2

Number 2 is which compound?
C34H39BClN7NiO4PS

Number 2 is which compound?
C34H39BClN7NiO4PS